{"formula": "C54H127F6MnN10O16S2", "method": "wB97M-V/def2-TZVPD", "species": ["Mn", "C", "F", "F", "F", "S", "O", "O", "N", "S", "O", "O", "C", "F", "F", "F", "C", "C", "C", "C", "C", "C", "N", "O", "C", "C", "C", "H", "H", "H", "H", "H", "H", "H", "H", "H", "H", "H", "H", "H", "H", "H", "H", "H", "H", "H", "C", "C", "C", "C", "C", "C", "N", "O", "C", "C", "C", "H", "H", "H", "H", "H", "H", "H", "H", "H", "H", "H", "H", "H", "H", "H", "H", "H", "H", "H", "C", "O", "C", "C", "N", "C", "C", "O", "C", "H", "H", "H", "H", "H", "H", "H", "H", "H", "H", "H", "H", "H", "H", "H", "C", "O", "C", "C", "N", "C", "C", "O", "C", "H", "H", "H", "H", "H", "H", "H", "H", "H", "H", "H", "H", "H", "H", "H", "C", "O", "C", "C", "N", "C", "C", "O", "C", "H", "H", "H", "H", "H", "H", "H", "H", "H", "H", "H", "H", "H", "H", "H", "C", "C", "C", "O", "C", "N", "H", "H", "H", "H", "H", "H", "H", "H", "H", "H", "H", "C", "C", "C", "O", "C", "N", "H", "H", "H", "H", "H", "H", "H", "H", "H", "H", "H", "C", "C", "C", "O", "C", "N", "H", "H", "H", "H", "H", "H", "H", "H", "H", "H", "H", "C", "C", "C", "O", "C", "N", "H", "H", "H", "H", "H", "H", "H", "H", "H", "H", "H"], "xyz": [[1.614, 0.337, 3.118], [-0.555, 2.401, 0.372], [-0.852, 3.261, 1.347], [-1.431, 2.609, -0.587], [0.701, 2.489, 0.006], [-1.014, 0.679, 1.089], [-1.654, 1.007, 2.350], [-1.891, 0.004, 0.165], [0.505, -0.121, 1.506], [0.772, -1.018, 0.189], [0.483, -0.453, -1.105], [2.068, -1.637, 0.391], [-0.324, -2.561, 0.555], [-0.635, -3.112, -0.593], [0.353, -3.422, 1.339], [-1.402, -2.295, 1.282], [0.626, -2.095, -3.655], [2.100, -1.632, -3.576], [2.810, -2.261, -2.423], [3.292, -3.717, -2.702], [4.058, -3.818, -4.005], [3.317, -3.115, -5.179], [2.750, -1.834, -4.851], [2.311, -1.016, -5.894], [4.420, -2.974, -6.263], [2.262, -4.071, -5.845], [1.912, -0.113, -3.219], [0.036, -1.621, -4.441], [0.076, -2.116, -2.714], [0.537, -3.113, -4.063], [3.691, -1.685, -2.126], [2.169, -2.454, -1.560], [2.443, -4.401, -2.606], [3.864, -4.066, -1.836], [4.035, -4.857, -4.347], [5.097, -3.499, -4.018], [3.984, -2.442, -7.125], [5.247, -2.311, -5.997], [4.766, -3.839, -6.827], [2.789, -4.805, -6.458], [1.788, -4.634, -5.038], [1.553, -3.594, -6.518], [2.914, 0.304, -3.070], [1.395, -0.058, -2.262], [1.366, 0.422, -3.991], [3.075, -0.450, -6.053], [3.823, 5.997, -2.965], [4.086, 5.621, -1.492], [5.292, 4.650, -1.492], [6.673, 5.263, -1.444], [6.774, 6.380, -0.394], [5.686, 7.431, -0.522], [4.403, 6.707, -0.571], [3.295, 7.624, -0.508], [5.700, 8.356, 0.720], [5.849, 8.316, -1.745], [2.881, 4.861, -0.950], [3.000, 6.713, -3.001], [3.660, 5.150, -3.630], [4.691, 6.487, -3.411], [5.166, 3.932, -0.672], [5.374, 3.966, -2.346], [6.967, 5.675, -2.412], [7.375, 4.475, -1.168], [7.814, 6.703, -0.502], [6.769, 5.927, 0.603], [6.710, 8.650, 0.997], [5.044, 9.192, 0.482], [5.280, 7.885, 1.614], [4.888, 8.652, -2.146], [6.408, 9.250, -1.676], [6.265, 7.723, -2.563], [2.069, 5.500, -0.598], [3.041, 4.128, -0.153], [2.386, 4.241, -1.706], [3.095, 7.508, 0.427], [-7.929, 2.028, 1.547], [-7.073, 0.883, 1.515], [-6.486, 0.651, 0.243], [-5.237, 1.531, 0.021], [-5.486, 2.823, -0.563], [-4.303, 3.613, -0.707], [-4.694, 5.048, -1.053], [-5.698, 5.481, -0.169], [-5.973, 6.875, -0.184], [-8.439, 2.237, 0.604], [-7.296, 2.905, 1.728], [-8.594, 1.837, 2.386], [-7.174, 0.692, -0.605], [-6.113, -0.376, 0.236], [-4.549, 0.913, -0.577], [-4.606, 1.589, 0.926], [-6.296, 3.312, -0.224], [-3.585, 3.246, -1.448], [-3.705, 3.631, 0.222], [-5.037, 5.237, -2.075], [-3.760, 5.606, -0.887], [-5.224, 7.395, 0.417], [-6.944, 6.965, 0.298], [-6.027, 7.252, -1.206], [3.145, -6.115, 5.425], [3.432, -5.678, 4.115], [4.750, -5.945, 3.732], [5.022, -5.274, 2.375], [4.218, -5.846, 1.325], [3.629, -4.837, 0.428], [2.903, -5.606, -0.687], [2.148, -4.651, -1.372], [0.997, -5.074, -2.055], [3.345, -7.187, 5.537], [2.116, -5.904, 5.702], [3.845, -5.664, 6.140], [4.866, -7.028, 3.564], [5.471, -5.615, 4.490], [6.105, -5.410, 2.284], [4.809, -4.207, 2.549], [3.387, -6.177, 1.817], [4.440, -4.211, 0.048], [2.861, -4.149, 0.806], [2.283, -6.355, -0.173], [3.577, -6.194, -1.318], [0.474, -4.253, -2.533], [0.305, -5.627, -1.408], [1.226, -5.836, -2.811], [-1.025, -0.710, 4.976], [0.314, -0.842, 4.525], [0.787, -2.176, 4.809], [2.205, -2.439, 4.383], [2.595, -1.500, 3.288], [4.099, -1.416, 3.193], [4.443, -0.393, 2.132], [3.585, 0.749, 2.228], [3.929, 1.769, 1.284], [-1.348, 0.256, 4.595], [-1.122, -0.624, 6.064], [-1.636, -1.549, 4.649], [0.117, -2.968, 4.460], [0.722, -2.320, 5.892], [2.416, -3.459, 4.055], [2.872, -2.289, 5.236], [2.337, -2.077, 2.480], [4.518, -2.376, 2.901], [4.354, -0.970, 4.155], [4.357, -0.833, 1.136], [5.464, -0.040, 2.300], [3.025, 2.373, 1.186], [4.210, 1.459, 0.278], [4.704, 2.399, 1.725], [-6.142, -0.778, -3.490], [-4.949, 0.153, -3.483], [-3.894, 0.091, -4.574], [-2.727, 0.819, -4.198], [-1.937, 0.055, -3.295], [-5.413, 1.521, -3.352], [-6.705, -0.739, -4.432], [-6.897, -0.348, -2.825], [-6.021, -1.828, -3.236], [-4.379, -0.179, -2.590], [-4.236, 0.468, -5.537], [-3.662, -0.968, -4.740], [-0.901, 0.363, -3.361], [-2.043, -1.020, -3.478], [-2.333, 0.130, -2.274], [-5.791, 1.645, -2.416], [-4.608, 2.143, -3.334], [-3.783, -3.265, -1.926], [-3.067, -4.355, -2.702], [-2.132, -3.788, -3.788], [-1.511, -4.900, -4.412], [-0.520, -4.529, -5.336], [-2.416, -5.229, -1.741], [-4.644, -3.602, -1.359], [-4.072, -2.428, -2.570], [-2.985, -2.857, -1.301], [-3.747, -4.941, -3.331], [-1.385, -3.137, -3.312], [-2.692, -3.173, -4.498], [-0.899, -3.758, -6.010], [-0.216, -5.396, -5.927], [0.424, -4.246, -4.852], [-1.573, -4.811, -1.375], [-2.095, -6.071, -2.210], [-1.915, 3.288, 7.235], [-1.063, 3.060, 5.977], [-1.755, 3.581, 4.709], [-1.578, 4.959, 4.635], [-2.585, 5.703, 4.005], [0.340, 3.487, 6.194], [-1.351, 2.904, 8.093], [-2.908, 2.844, 7.210], [-1.995, 4.346, 7.501], [-1.007, 1.975, 5.837], [-2.794, 3.242, 4.791], [-1.342, 2.951, 3.909], [-3.081, 6.382, 4.709], [-3.388, 5.126, 3.541], [-2.160, 6.366, 3.246], [0.388, 3.274, 7.186], [0.377, 4.499, 6.106], [-4.228, -0.673, 3.564], [-5.214, -1.820, 3.233], [-4.834, -3.207, 3.736], [-5.473, -4.222, 2.992], [-4.756, -4.636, 1.860], [-6.521, -1.503, 3.829], [-4.218, -0.398, 4.622], [-4.565, 0.204, 3.015], [-3.221, -1.029, 3.353], [-5.420, -1.763, 2.157], [-5.129, -3.394, 4.769], [-3.733, -3.204, 3.670], [-3.685, -4.845, 1.948], [-4.833, -3.896, 1.050], [-5.261, -5.524, 1.478], [-6.908, -0.667, 3.412], [-7.170, -2.274, 3.797]], "charge": 1, "orbital_gap_ha": [0.2009, 0.1921], "homo_energy_ev": [-9.1, -9.1], "lumo_ev": [-3.68, -3.92], "total_energy_ev": -174991.190, "spin_multiplicity": 6}